Entry 1:
Below is 5 unconnected molecules or ions with the total composition CH12O5, with properties calculated with the ωB97M-V functional and the def2-TZVPD basis.

The geometry in XYZ format:
```
18
Properties=species:S:1:pos:R:3:forces:R:3
C 1.91130 -1.43167 -1.02459 -2.180 0.038 1.562
O 0.63015 -0.74209 -0.82664 0.215 -0.195 -0.958
H 1.66067 -2.48308 -0.86097 0.576 -0.189 -0.781
H 2.32491 -1.14138 -1.98169 0.491 -0.261 0.077
H 2.45080 -1.18126 -0.11238 0.653 0.343 -0.506
H 0.00083 -1.14249 -1.45803 0.290 0.351 0.612
O -0.25942 -1.06648 1.88660 0.438 0.640 -0.785
H 0.13074 -0.59319 1.10837 -0.558 -0.747 0.595
H -0.68201 -0.35624 2.37696 -0.080 0.048 0.124
O -3.10910 -1.29305 -0.45577 0.022 -1.007 -0.013
H -2.80029 -1.69387 0.37850 -0.022 0.725 -0.468
H -3.01227 -0.34660 -0.41726 0.081 0.251 0.519
O 2.36677 2.45596 -0.12970 -0.335 1.205 0.345
H 2.66037 1.65112 0.25438 0.398 -1.081 0.663
H 2.23326 2.24120 -1.03914 -0.175 -0.144 -1.003
O -1.47108 1.90208 0.51642 -0.854 -0.619 -0.275
H -0.62968 2.30050 0.31383 0.554 0.158 -0.237
H -1.75865 1.43969 -0.29320 0.487 0.483 0.529
```
Forces are in eV/Å.

HOMO energy	-11.0	eV
relative energy (zero: lowest compared OMol25 entry of this formula, charge and spin)	23.0	kcal per mole
spin multiplicity	1
total energy	-11468.4886	eV

Entry 2:
Below is a single C4H7N3 molecule, with properties calculated with the ωB97M-V functional and the def2-TZVPD basis.

The geometry in XYZ format:
```
14
Properties=species:S:1:pos:R:3:forces:R:3
C 0.61121 -2.23588 -0.88447 0.060 -0.081 -0.025
C 0.61703 -0.81682 -0.42241 -0.096 -0.035 0.016
C -0.10820 -0.24628 0.58837 -0.014 0.011 -0.099
N 0.04462 1.08607 0.41200 -0.071 -0.116 -0.113
C -0.88666 2.09716 0.86617 -0.047 0.156 0.082
N 0.84107 1.33148 -0.63616 -0.135 -0.121 0.047
N 1.20718 0.19100 -1.12939 -0.120 -0.051 0.079
H 1.33806 -2.37606 -1.68644 -0.022 0.012 0.142
H 0.81663 -2.94339 -0.07661 0.042 0.097 -0.100
H -0.38177 -2.46955 -1.28748 0.203 -0.049 0.037
H -0.71891 -0.65516 1.37988 0.014 0.039 -0.175
H -0.64903 3.02149 0.34196 0.020 -0.054 0.141
H -0.83690 2.24119 1.94706 0.074 -0.004 -0.118
H -1.89432 1.77474 0.58753 0.091 0.196 0.087
```
Forces are in eV/Å.

HOMO energy	-9.3	eV
relative energy (zero: lowest compared OMol25 entry of this formula, charge and spin)	21.2	kcal per mole
spin multiplicity	1
total energy	-8730.7610	eV

Entry 3:
Below is a molecular structure, C23H66F3O14S12Zn2, with properties calculated with the ωB97M-V functional and the def2-TZVPD basis.

The geometry in XYZ format:
```
120
Properties=species:S:1:pos:R:3:forces:R:3
Zn -0.30900 13.90656 1.03957 0.473 1.097 -0.424
Zn 4.03656 18.48683 -4.27328 -1.332 0.553 0.444
C -1.19533 18.12129 -2.32858 2.672 -0.216 0.234
F -2.30331 17.96415 -1.69659 -1.226 -0.346 1.445
F -1.18417 17.27261 -3.33849 -0.305 0.020 -1.417
F -1.11176 19.39986 -2.68549 0.028 -0.023 -0.706
S 0.44569 17.71461 -1.42401 0.950 0.603 2.178
O 0.34401 16.29679 -0.95143 -0.311 1.036 -0.433
O 1.52690 17.83730 -2.44950 -1.302 0.000 0.669
O 0.46870 18.73116 -0.34121 0.036 -1.757 -1.881
C 3.01064 14.50039 -8.25249 -0.515 -0.284 -0.259
S 1.92969 15.53186 -7.16561 0.788 0.391 -1.772
O 2.92330 16.44575 -6.49123 0.225 0.424 0.386
C 1.21535 16.43109 -8.61073 -0.844 -0.309 0.582
H 3.68233 13.90376 -7.63526 0.200 0.465 -0.065
H 3.45204 15.12973 -9.02527 0.612 0.331 0.671
H 2.47649 13.79649 -8.89070 -0.713 -0.151 0.492
H 1.88634 16.97462 -9.27589 0.436 -0.318 0.367
H 0.42745 17.11074 -8.28608 0.153 0.028 0.302
H 0.69628 15.63532 -9.14497 0.074 -0.033 -0.234
C -3.26856 22.81435 -8.02433 -0.223 -0.126 0.154
S -3.97687 21.75038 -6.71729 -0.503 -1.893 -0.811
O -5.38105 21.35275 -7.08940 0.587 1.104 0.379
C -3.19353 20.12823 -7.14749 0.970 -0.383 0.174
H -3.88250 23.71443 -8.05622 -0.200 -0.153 -0.020
H -3.27215 22.31050 -8.99088 -0.040 0.012 0.090
H -2.27034 23.14369 -7.73589 0.089 -0.301 0.073
H -3.29870 19.35537 -6.38610 -0.786 0.499 0.523
H -2.11055 20.08288 -7.26226 0.185 0.772 -0.392
H -3.68958 19.72733 -8.03142 -0.066 0.483 -0.114
C -6.68042 22.77696 -2.37696 0.868 -0.735 0.128
S -5.06494 21.87809 -1.93283 0.521 2.871 0.138
O -4.01551 23.02804 -1.91726 -1.622 -2.200 0.078
C -5.40350 21.37861 -0.19243 0.340 0.115 -0.703
H -6.77693 23.66873 -1.75765 0.070 -0.208 0.089
H -7.53221 22.10002 -2.31118 0.086 -0.021 0.301
H -6.59086 23.05828 -3.42621 0.300 0.003 0.093
H -5.36007 22.22050 0.49853 -0.449 0.155 -0.289
H -4.61160 20.69656 0.11710 -0.019 -0.120 -0.280
H -6.35448 20.84954 -0.25442 -0.043 0.127 0.387
C 3.10238 11.74178 -2.91078 0.090 -0.228 0.197
S 3.27403 11.26285 -1.17194 -2.048 0.267 0.572
O 2.19570 12.05584 -0.40031 1.158 -0.396 -0.511
C 2.60507 9.55917 -1.23687 0.388 -0.363 -0.173
H 3.77498 11.15504 -3.53643 -0.059 -0.270 0.151
H 3.43278 12.77614 -3.00572 -0.353 0.041 0.185
H 2.06033 11.57638 -3.18442 0.072 0.247 -0.120
H 1.52573 9.47355 -1.11122 0.005 0.719 0.163
H 3.09627 9.01261 -0.43183 -0.053 0.045 -0.005
H 2.82127 9.04295 -2.17221 0.388 0.230 -0.078
C -0.45429 18.25158 4.05240 0.297 0.008 -0.004
S -1.90751 17.16189 3.89767 1.047 -0.526 1.720
O -1.59095 15.95597 3.04163 0.093 0.063 -0.556
C -1.77352 16.54396 5.63388 -0.845 -0.463 0.256
H -0.33422 18.66575 5.05347 -0.599 -0.124 0.114
H -0.50787 19.10232 3.37308 0.141 -0.431 -0.333
H 0.41120 17.59975 3.93340 0.058 0.108 -0.530
H -0.95381 15.86605 5.87185 0.405 0.120 -0.839
H -2.67156 15.94846 5.79820 -0.128 0.081 -0.055
H -1.74424 17.30313 6.41548 -0.199 0.438 -0.463
C 7.01583 22.34624 -1.97489 1.147 0.719 -0.179
S 5.61081 21.62744 -1.13969 -0.656 -0.157 -0.676
O 5.29849 20.49562 -2.11086 0.214 -0.462 0.581
C 6.30776 21.02731 0.44048 0.625 -0.916 -1.308
H 7.54593 23.16600 -1.49003 -0.516 0.108 0.611
H 6.63518 22.78015 -2.89951 -0.254 -0.246 0.035
H 7.82351 21.65836 -2.22507 -0.429 -0.590 0.079
H 5.58175 20.63575 1.15303 -0.319 0.981 -0.053
H 6.97379 21.84854 0.70518 -0.290 -0.103 0.682
H 6.89864 20.13702 0.22519 0.409 0.140 -0.292
C -6.58038 14.93244 1.70750 1.534 -0.295 -0.630
S -5.50582 15.74169 0.41827 0.053 -0.129 -0.586
O -4.31799 14.87172 0.00397 -1.466 0.349 0.571
C -6.68808 15.79162 -1.01184 0.497 -0.457 0.276
H -7.49257 15.51943 1.81448 0.109 -0.213 0.027
H -5.93513 14.95595 2.58568 -0.255 0.432 0.204
H -6.68997 13.86368 1.52350 -0.516 0.137 -0.454
H -6.29571 16.46309 -1.77556 0.111 0.115 0.279
H -7.67844 16.11530 -0.69167 0.148 0.045 0.139
H -6.74337 14.79892 -1.45858 -0.034 -0.106 0.211
C 4.72291 14.79268 3.38411 -0.435 -1.473 0.411
S 3.08779 14.32393 4.10125 1.373 -0.789 0.537
O 2.08485 14.41290 3.01604 -1.495 0.293 -1.194
C 3.54598 12.54794 4.18127 0.412 0.091 -0.040
H 4.89103 13.97445 2.68387 -0.062 0.598 -0.821
H 5.47175 14.52977 4.13124 -0.013 0.757 0.387
H 4.77191 15.80865 2.99231 -0.108 -0.291 0.134
H 2.83614 11.86781 4.65206 -0.297 0.553 0.073
H 4.49688 12.45126 4.70524 -0.029 0.089 0.098
H 3.69676 12.24023 3.14652 -0.092 0.036 -0.071
C 1.92597 23.44780 -6.42702 0.595 0.070 -0.609
S 1.25599 22.17359 -5.29173 0.547 0.369 -0.146
O 2.28073 21.09383 -4.99202 -0.393 0.563 -0.210
C 1.11350 23.37430 -3.95106 0.212 0.075 -0.062
H 2.26949 23.03627 -7.37610 -0.096 -0.467 0.187
H 2.76264 24.00554 -6.00628 0.109 -0.339 0.377
H 1.20494 24.21653 -6.70502 -0.545 -0.329 0.350
H 0.44844 24.14241 -4.34580 -0.360 -0.178 0.127
H 2.06616 23.88783 -3.82141 0.154 -0.337 0.255
H 0.73079 22.93317 -3.03071 0.042 -0.016 -0.200
C 1.31345 23.35486 3.01358 -0.222 -0.387 0.413
S -0.41557 23.63862 3.51076 1.719 2.616 0.460
O -0.27925 24.85110 4.41969 -0.808 -1.455 -0.965
C -0.79820 24.19711 1.82404 -0.395 0.312 -0.502
H 1.69611 24.24521 2.51463 -0.305 -0.159 -0.291
H 1.23267 22.45689 2.40101 0.696 0.035 -0.202
H 1.95225 23.23606 3.88875 -0.329 -0.427 0.112
H -0.64697 23.36407 1.13756 -0.600 -0.345 0.148
H -0.14862 24.95709 1.38976 0.376 0.256 0.803
H -1.79740 24.63128 1.78931 -0.145 -0.474 -0.008
C -3.14269 12.74954 -3.89178 1.889 -0.577 -0.032
S -2.29229 11.57396 -2.65655 -1.561 2.531 -0.246
O -1.73700 12.39253 -1.49753 0.244 -0.432 -0.528
C -3.93649 11.08311 -2.07767 0.304 -0.675 -0.079
H -3.56012 12.09506 -4.65698 -0.507 -0.043 0.323
H -2.36634 13.28763 -4.43569 0.061 0.328 0.327
H -3.82829 13.42269 -3.37709 0.016 -0.276 -0.027
H -4.16187 11.79237 -1.28128 0.252 -0.503 0.482
H -3.74276 10.03217 -1.86299 -0.810 0.103 0.889
H -4.77268 11.17112 -2.77133 0.469 -0.134 -0.447
```
Forces are in eV/Å.

HOMO energy	-13.1	eV
charge	+3
spin multiplicity	1
total energy	-288552.6582	eV

Entry 4:
Below is 13 unconnected molecules or ions with the total composition C38H63BCl14N5O8, with properties calculated with the ωB97M-V functional and the def2-TZVPD basis.

The geometry in XYZ format:
```
129
Properties=species:S:1:pos:R:3:forces:R:3
O -1.12830 3.56446 0.04708 1.748 -2.783 -0.560
C -0.39109 2.58785 -0.14412 -1.164 1.318 0.927
O -0.51732 1.35067 0.34260 -0.798 1.194 -0.024
B 0.61899 0.51597 -0.00770 0.631 0.377 -0.549
O 1.54702 1.40182 -0.78107 -1.369 1.491 -0.182
C 0.94042 2.61649 -0.90219 1.789 0.924 -0.799
O 1.40096 3.61776 -1.43801 -0.723 -2.067 0.794
O 0.19456 -0.65710 -0.79003 -0.378 -0.243 -0.460
C 0.57613 -1.76500 -0.20238 0.198 -2.118 -1.417
O 0.52231 -2.91283 -0.65856 -0.091 2.495 0.978
C 1.26566 -1.36896 1.09043 1.599 -1.120 1.869
O 1.32825 -0.01885 1.14569 -0.118 -1.789 0.535
O 1.75815 -2.19563 1.85847 -1.018 2.253 -1.389
C 1.46645 -5.21732 3.67530 -0.958 0.956 0.406
C 2.88867 -5.05715 4.19810 -1.416 -0.907 -1.082
C 3.39630 -3.60497 4.28397 0.582 -1.409 -0.612
C 2.66567 -2.69417 5.11470 -1.619 1.853 2.584
N 2.11178 -1.94497 5.82323 1.131 -1.650 -1.647
H 1.34180 -4.93428 2.63010 0.210 0.049 -0.072
H 0.83074 -4.54459 4.25098 -0.351 0.077 -0.041
H 1.03782 -6.20905 3.81972 0.341 -0.167 0.004
H 3.41887 -5.63308 3.43962 1.019 0.300 0.313
H 2.90055 -5.63652 5.12129 0.559 0.479 0.298
H 3.39370 -3.12429 3.30568 0.267 -0.281 -0.207
H 4.41093 -3.75414 4.65328 0.182 0.779 -0.011
C -1.79444 -3.49653 1.58851 -0.372 0.431 0.369
C -2.67999 -2.97358 0.45616 0.561 0.226 -0.513
C -3.91565 -3.77518 0.09218 -0.230 -0.704 -0.141
C -4.90948 -3.80005 1.13664 -1.734 0.228 2.236
N -5.65741 -3.83109 2.02717 1.133 -0.102 -1.464
H -1.20409 -2.68223 2.00863 0.019 0.234 -0.032
H -1.04120 -4.25159 1.36351 -0.422 -0.296 -0.311
H -2.45938 -3.79212 2.40004 0.168 -0.366 0.159
H -2.12870 -2.88544 -0.48001 0.260 0.158 0.070
H -3.00869 -1.97226 0.73441 -0.063 0.015 -0.058
H -3.71704 -4.83359 -0.07645 0.475 -0.127 -0.223
H -4.38621 -3.42235 -0.82553 0.095 0.257 0.000
C -2.01386 0.64336 5.76721 0.340 -0.390 -0.745
C -1.13234 0.05854 4.61921 -0.688 -0.279 0.729
C -1.70671 0.23903 3.19096 -0.299 0.018 0.681
C -3.04904 -0.40952 3.05406 -0.838 -0.101 0.018
N -4.11378 -0.87198 2.95877 1.799 0.705 0.218
H -2.02873 1.72771 5.65740 -0.120 0.033 0.093
H -1.53903 0.40146 6.71806 -0.052 0.026 0.025
H -3.03923 0.27414 5.78725 0.017 -0.082 -0.123
H -0.95906 -1.01127 4.73573 -0.097 -0.081 0.334
H -0.16595 0.51999 4.82228 0.178 0.089 -0.937
H -1.04499 -0.18372 2.43498 0.005 0.032 0.075
H -1.80082 1.30646 2.99133 -0.169 -0.095 -0.252
C -4.71412 2.91980 -1.36421 -0.727 0.181 0.523
C -3.74813 1.79580 -1.44869 0.552 -1.162 -0.533
C -3.69571 0.74364 -0.29690 -0.058 0.651 -0.577
C -4.92313 0.00307 -0.04259 -3.491 -1.495 0.763
N -5.92113 -0.59314 0.16627 3.105 1.812 -0.843
H -4.59392 3.54630 -2.24805 0.234 0.332 0.295
H -4.57977 3.44995 -0.42134 -0.292 0.463 -0.105
H -5.72974 2.53593 -1.46035 -0.197 0.034 0.424
H -2.73536 2.19556 -1.49940 0.014 -0.116 -0.243
H -4.00682 1.35597 -2.41187 0.642 -0.654 0.060
H -3.37198 1.30164 0.58170 -0.158 -0.266 0.359
H -2.95556 -0.03314 -0.48903 0.321 0.251 -0.217
C 2.14814 1.78878 -4.66038 0.403 0.414 -0.141
C 1.50019 2.07671 -5.98859 -0.499 -1.080 -0.174
C 0.21022 2.82433 -5.78771 -0.327 0.926 0.130
C -0.63436 2.23708 -4.72771 -0.525 -0.083 -0.454
N -1.36495 1.78136 -3.96135 0.554 0.147 -0.155
H 3.13634 1.36225 -4.83254 -0.004 -0.053 0.409
H 1.53916 1.16313 -4.00785 0.121 -0.174 -0.134
H 2.22128 2.76297 -4.17694 0.433 -0.055 0.414
H 1.17602 1.16886 -6.49734 0.493 -0.371 -0.090
H 2.17915 2.59788 -6.66350 -0.147 0.198 0.056
H -0.32197 2.87146 -6.73779 -0.399 -0.020 0.201
H 0.40177 3.85458 -5.48770 -0.041 0.127 0.092
Cl -2.91486 4.99859 -3.94261 -0.316 0.050 -0.765
C -1.86489 5.16449 -2.54070 0.360 0.286 0.378
C -0.99228 6.41082 -2.62600 0.260 -0.403 -0.101
Cl 0.18484 6.28610 -4.02307 -0.534 0.233 0.469
H -1.27380 4.25167 -2.46668 -0.040 0.193 0.082
H -2.55451 5.24560 -1.70050 0.350 -0.030 0.216
H -0.35170 6.52452 -1.75145 -0.171 -0.278 0.043
H -1.59544 7.31401 -2.71844 0.135 -0.088 -0.372
Cl -3.56528 -1.50646 -3.10528 -0.043 0.337 0.056
C -2.00195 -1.74862 -3.93664 -0.320 0.372 0.134
C -1.41150 -3.05189 -3.50502 1.295 0.540 -0.677
Cl -2.29020 -4.43487 -4.16628 -0.040 -0.254 0.284
H -1.29532 -0.94921 -3.71367 -0.286 0.159 0.475
H -2.20360 -1.65253 -5.00351 -0.004 -0.461 0.047
H -1.18878 -3.10270 -2.43923 -0.670 -0.232 0.017
H -0.41338 -3.02874 -3.94242 0.118 -0.477 -0.240
Cl 6.35390 2.87159 -0.43776 0.993 0.255 0.048
C 4.76955 2.16844 -0.26976 -1.396 -0.923 -0.016
C 4.78548 0.61399 -0.15740 0.601 0.639 -0.254
Cl 5.61022 -0.00606 1.32769 -0.345 0.291 -0.212
H 4.22351 2.47293 -1.16263 -0.066 -0.450 -0.175
H 4.24505 2.70030 0.52405 0.198 -0.462 0.348
H 5.37998 0.20365 -0.97366 -0.045 0.152 -0.023
H 3.80328 0.14562 -0.22072 -0.037 0.464 0.250
Cl 3.55857 -5.99420 0.07688 -0.034 -0.369 0.356
C 3.50555 -4.89763 -1.31553 0.220 1.125 0.387
C 4.33726 -3.63454 -0.90065 -0.051 -1.734 -0.281
Cl 4.58924 -2.59671 -2.29263 -0.371 0.755 -0.544
H 2.46829 -4.58919 -1.44611 0.044 -0.070 -0.089
H 3.82918 -5.46377 -2.18894 0.279 0.376 0.110
H 5.36165 -3.88250 -0.62272 -0.337 -0.310 0.396
H 3.80528 -3.16388 -0.07386 0.142 0.326 -0.217
Cl -0.88621 -8.69885 0.41674 -0.520 -0.822 0.199
C 0.25698 -7.39922 0.72418 -0.329 0.929 -1.478
C 0.03392 -6.33375 -0.38896 0.544 -0.072 0.911
Cl 0.46896 -6.94491 -1.99348 0.122 -0.220 -0.306
H 1.25564 -7.82152 0.61262 -0.057 0.226 0.379
H 0.02733 -6.98201 1.70463 0.314 -0.012 -0.108
H 0.70577 -5.49273 -0.21750 -0.249 0.109 0.149
H -1.00090 -5.99858 -0.45911 0.123 -0.052 0.230
Cl 2.91622 4.93245 1.49961 -0.333 0.282 0.311
C 3.16129 5.91719 0.04207 1.520 0.806 0.019
C 4.35500 6.97036 0.21035 -0.887 -2.030 -0.371
Cl 4.08098 8.11612 1.53345 -0.207 0.208 -0.313
H 2.26786 6.44883 -0.28540 -0.132 -0.192 0.437
H 3.38736 5.14493 -0.69319 0.247 0.494 -0.324
H 4.47620 7.42226 -0.77413 -0.098 0.543 0.283
H 5.29297 6.47315 0.45751 -0.206 -0.190 -0.060
Cl -2.87442 6.36916 1.27416 -0.004 0.219 0.098
C -1.67843 5.62539 2.36677 -0.296 -0.753 0.390
C -2.19604 4.25988 2.82720 0.028 0.263 -0.875
Cl -0.86328 3.61122 3.80526 0.003 -0.279 0.336
H -1.53445 6.19177 3.28687 -0.081 0.525 -0.395
H -0.73604 5.53373 1.82677 -0.183 -0.067 0.052
H -2.37568 3.59285 1.98404 0.260 0.074 0.046
H -3.13333 4.32256 3.38006 0.307 0.153 0.337
```
Forces are in eV/Å.

HOMO energy	-8.7	eV
charge	-1
relative energy (zero: lowest compared OMol25 entry of this formula, charge and spin)	0.0	kcal per mole
spin multiplicity	1
total energy	-240258.3847	eV